Record 1
C40H47N6O3PS2SbY | ωB97M-V/def2-TZVPD

The orbital gap comes out at 7.73 eV. The calculated total energy comes out at -95870.3020 eV. The value obtained for the energy relative to the best compared isomer or geometry (same formula, charge and spin) is 0.0 kcal per mole.

Structure (XYZ):
```
101
Properties=species:S:1:pos:R:3:forces:R:3
Y -0.16773 0.28011 0.30711 0.813 0.331 0.279
N -0.59936 2.67741 2.04637 -0.136 0.115 -0.067
C -1.98393 3.19029 2.03046 0.174 -0.132 -0.041
C -2.40758 3.42173 0.57487 -0.120 0.118 0.059
C -1.83284 2.26977 -0.19658 -0.139 -0.295 -0.148
O -0.84223 2.43106 -0.93555 -0.174 -0.012 0.052
O -2.25338 1.08870 0.08895 -0.334 0.408 -0.014
H -0.34861 2.31814 2.96014 0.009 -0.050 0.007
H 0.04992 3.42405 1.82350 0.015 0.021 -0.012
H -2.11412 4.10241 2.61526 0.015 0.069 0.028
H -2.61152 2.42115 2.47318 -0.028 -0.028 0.003
H -1.99382 4.34980 0.18266 -0.009 0.033 0.003
H -3.49434 3.44671 0.49391 -0.005 0.008 0.015
S 0.62349 -2.25583 -0.63993 -0.012 -0.012 -0.235
C 0.61468 -1.35845 -2.12390 0.113 0.060 0.051
C 0.76999 -1.93911 -3.39502 0.051 -0.046 -0.029
C 0.78146 -1.13074 -4.50688 -0.008 -0.046 -0.035
C 0.61409 0.25211 -4.37336 0.023 -0.046 -0.035
C 0.42872 0.75290 -3.10898 -0.034 -0.112 0.150
N 0.43835 -0.02642 -2.01274 -0.091 0.062 -0.253
H 0.88326 -3.01254 -3.46336 0.000 0.024 -0.022
H 0.91292 -1.56778 -5.49026 -0.003 0.005 0.028
H 0.61296 0.91240 -5.22998 -0.005 -0.042 0.025
H 0.24713 1.80550 -2.93309 -0.004 -0.007 0.044
O 1.95904 -0.02726 1.18884 0.043 0.047 0.116
N 2.25323 -0.87242 2.16176 0.024 -0.107 -0.023
C 3.46800 -1.46745 2.12782 -0.160 0.045 0.010
C 3.85625 -2.32907 3.11295 0.043 -0.050 0.023
C 2.96636 -2.59615 4.15719 -0.004 -0.020 0.055
C 1.73247 -1.99667 4.16576 -0.099 0.024 -0.010
C 1.33937 -1.11218 3.14364 0.060 -0.045 -0.016
S -0.19812 -0.35972 3.06226 -0.003 -0.209 0.196
H 4.06257 -1.20686 1.26660 -0.007 0.020 -0.015
H 4.83056 -2.79177 3.05539 -0.019 -0.001 0.018
H 3.24304 -3.27996 4.95086 -0.020 0.038 -0.046
H 1.00664 -2.19950 4.94196 0.033 0.007 -0.026
C -4.25309 0.16889 2.67104 -0.017 -0.092 0.024
C -5.19305 -0.83120 2.04229 0.029 0.002 -0.006
C -6.56747 -0.68772 2.22078 0.006 -0.059 -0.017
C -7.46657 -1.57250 1.63866 0.068 0.015 0.000
C -6.99400 -2.61736 0.86013 0.066 0.031 0.020
C -5.62405 -2.77225 0.67404 0.036 0.075 0.054
C -4.71149 -1.89578 1.26332 -0.149 0.042 -0.022
Sb -2.58699 -2.14873 0.98446 -0.253 -0.169 0.072
C -2.30254 -3.28067 2.79561 0.034 -0.106 0.105
C -3.25243 -3.18272 3.80930 0.093 -0.105 0.046
C -3.07618 -3.83275 5.02758 0.023 0.009 -0.063
C -1.94388 -4.60300 5.23492 0.000 -0.003 -0.052
C -0.99894 -4.71974 4.22190 -0.022 0.028 0.041
C -1.15477 -4.06313 3.00493 -0.021 0.033 -0.003
C -0.10002 -4.20987 1.94356 -0.059 -0.004 0.002
C -2.74650 -3.61810 -0.56640 -0.029 -0.026 -0.152
C -2.50813 -3.04507 -1.82250 -0.017 -0.141 0.025
C -2.56002 -3.79095 -2.98687 -0.008 -0.068 0.042
C -2.83508 -5.15134 -2.90534 0.003 0.055 0.030
C -3.08088 -5.72735 -1.67114 -0.030 0.020 0.007
C -3.06008 -4.97950 -0.48868 -0.004 0.012 0.011
C -3.40457 -5.69525 0.79632 -0.001 -0.004 -0.051
H -4.77275 0.79398 3.39868 -0.012 -0.006 -0.024
H -3.81739 0.80812 1.90199 -0.009 -0.032 -0.051
H -3.42211 -0.31795 3.19251 -0.023 -0.019 0.009
H -6.93741 0.13062 2.82964 0.008 -0.017 -0.017
H -8.53129 -1.44249 1.79311 0.035 -0.002 -0.003
H -7.68443 -3.31327 0.39884 0.020 0.017 0.005
H -5.27022 -3.58939 0.05519 0.011 0.045 0.031
H -4.16221 -2.61762 3.65010 0.005 0.034 0.000
H -3.82986 -3.74422 5.80105 0.022 0.004 -0.021
H -1.79987 -5.12399 6.17408 0.002 0.015 -0.023
H -0.11888 -5.33769 4.37409 -0.039 0.031 0.004
H 0.67770 -4.91329 2.24369 -0.038 -0.003 0.018
H 0.38242 -3.24968 1.75322 0.013 0.024 0.001
H -0.51828 -4.54959 0.99149 0.004 0.024 0.041
H -2.26588 -1.98952 -1.89456 0.000 0.019 0.014
H -2.37589 -3.31815 -3.94373 -0.004 -0.013 0.006
H -2.86781 -5.75867 -3.80189 0.004 0.009 0.016
H -3.31456 -6.78634 -1.61154 0.013 0.043 -0.004
H -4.34532 -6.23882 0.68215 0.032 -0.014 -0.026
H -3.51293 -5.02261 1.64223 -0.006 0.021 -0.048
H -2.63508 -6.42902 1.05144 0.000 0.031 0.006
C 5.04551 3.04187 0.05114 -0.091 -0.009 0.029
N 4.17571 3.71108 1.02245 -0.075 -0.057 -0.066
C 3.70517 4.96512 0.42987 -0.029 -0.103 -0.035
N 3.03444 4.80656 -0.86076 -0.014 -0.140 0.000
C 3.94641 4.09946 -1.76743 -0.115 -0.038 0.079
N 4.42966 2.81659 -1.25561 -0.130 -0.036 0.057
C 3.33311 1.84135 -1.16223 0.105 0.170 0.085
P 1.96788 2.37010 -0.02262 0.147 0.010 -0.209
C 3.05029 2.84830 1.40641 0.050 0.159 -0.101
C 1.76278 4.07981 -0.71149 0.156 0.047 0.041
H 5.36383 2.08228 0.46166 0.002 -0.018 0.023
H 5.92864 3.66608 -0.09334 0.028 0.039 -0.015
H 4.57185 5.61115 0.28076 0.037 0.019 -0.009
H 3.02571 5.45761 1.12882 -0.014 -0.012 0.002
H 4.81075 4.74185 -1.94476 0.026 0.022 0.023
H 3.44115 3.93055 -2.71976 -0.022 0.010 -0.010
H 3.71105 0.88225 -0.80387 0.058 -0.018 0.006
H 2.91536 1.66736 -2.15507 0.003 0.016 -0.055
H 3.41766 1.93693 1.87530 0.071 -0.053 0.006
H 2.44752 3.36840 2.15611 -0.005 0.033 0.034
H 1.09858 4.65433 -0.05806 0.009 0.015 -0.006
H 1.25279 4.01260 -1.67282 0.019 0.012 -0.063
```
Forces are in eV/Å.

Atom charges from the Mulliken analysis, given in e for atoms 1 to 99:
1 Y -0.3490
2 N -0.4314
3 C -0.4104
4 C -0.8750
5 C 0.7405
6 O -0.4933
7 O -0.2088
8 H 0.2492
9 H 0.1763
10 H 0.3994
11 H 0.0436
12 H 0.4162
13 H 0.3923
14 S -0.6102
15 C 0.5588
16 C -0.8882
17 C -0.3800
18 C -1.0097
19 C -0.5649
20 N 0.9891
21 H 0.5204
22 H 0.4021
23 H 0.4436
24 H 0.4414
25 O -0.0573
26 N 0.0783
27 C -0.1794
28 C -0.8114
29 C -0.3150
30 C -0.7144
31 C 0.1616
32 S -0.5057
33 H 0.4672
34 H 0.4241
35 H 0.4114
36 H 0.4764
37 C -1.2824
38 C 0.8063
39 C -0.6548
40 C -0.6950
41 C -0.9491
42 C -0.5623
43 C 0.5374
44 Sb 1.2143
45 C 0.4391
46 C -0.4730
47 C -0.9344
48 C -0.8080
49 C -0.5665
50 C 0.9294
51 C -0.4228
52 C 0.8478
53 C -1.3136
54 C -0.6559
55 C -0.7916
56 C -0.6489
57 C 1.0391
58 C -1.6646
59 H 0.5691
60 H 0.0136
61 H 0.1707
62 H 0.4095
63 H 0.3696
64 H 0.4507
65 H 0.3398
66 H 0.3558
67 H 0.4455
68 H 0.3779
69 H 0.3940
70 H 0.4655
71 H -0.6860
72 H 0.1636
73 H 0.4802
74 H 0.4640
75 H 0.3802
76 H 0.4400
77 H 0.5267
78 H -0.0222
79 H 0.4652
80 C -0.8586
81 N 0.1057
82 C -0.9755
83 N 0.1241
84 C -0.9692
85 N 0.1200
86 C -1.2799
87 P 3.0178
88 C -1.1240
89 C -1.4299
90 H 0.4079
91 H 0.3104
92 H 0.3114
93 H 0.4118
94 H 0.2936
95 H 0.4087
96 H 0.3150
97 H 0.3973
98 H 0.3769
99 H 0.3715

=====

Record 2
CH3NS2 | ωB97M-V/def2-TZVPD

The orbital gap (spin up / spin down) comes out at 6.58 / 6.59 eV. The calculated total energy comes out at -24242.2607 eV. The value obtained for the energy relative to the best compared isomer or geometry (same formula, charge and spin) is 88.9 kcal per mole.

Structure (XYZ):
```
7
Properties=species:S:1:pos:R:3:forces:R:3
C -0.86781 -0.83714 0.20246 -0.151 0.671 0.225
N -0.50216 -1.86168 -0.68778 1.150 -0.257 -0.429
S 0.81615 -1.46859 0.17055 0.369 -0.057 0.218
S 3.06149 0.09196 -0.05926 -1.621 -0.709 -0.193
H -1.05074 0.14342 -0.22114 0.194 0.257 0.142
H -1.46933 -1.09839 1.06722 0.008 -0.018 0.072
H 2.50110 1.02336 -0.84005 0.052 0.113 -0.036
```
Forces are in eV/Å.

For each atom in turn, the Mulliken charge in e is:
1 C -0.1132
2 N -0.3188
3 S 0.2365
4 S -0.3817
5 H 0.2350
6 H 0.2360
7 H 0.1061